# 1
CH8N2O3 | ωB97M-V/def2-TZVPD

Each line ends with the Mulliken charge.
Atoms and positions in Å:
O: 0.280 -0.890 2.574  -0.66
N: 0.711 0.243 -1.649  -0.41
H: 0.287 -2.054 -0.690  0.20
H: -0.154 -1.517 1.974  0.30
H: 0.940 0.870 -2.405  0.21
N: -0.521 -1.458 -0.759  -0.43
O: -1.601 0.247 -1.763  -0.58
C: -0.563 -0.230 -1.373  0.65
H: 0.626 2.540 0.897  0.30
H: -1.231 -1.691 -0.089  0.21
H: 0.414 -0.086 2.040  0.34
H: -0.819 2.294 1.392  0.30
O: 0.032 1.866 1.222  -0.61
H: 1.600 -0.134 -1.371  0.18

As for the structure (SMILES): NC(N)=O.O.O. The spin multiplicity is 1. The value obtained for the LUMO energy is 0.01871 hartree. The gap between HOMO and LUMO comes out at 10.614 eV. The calculation puts the HOMO energy at -10.1045 eV. The total energy is -10290.0584 eV.


# 2
CHFINO2 | ωB97M-V/def2-TZVPD

Each line ends with the Mulliken charge.
Atoms and positions in Å:
I: 2.765 1.331 -0.703  0.29
F: -2.963 0.364 0.784  -0.14
N: 1.470 -0.171 -0.967  -0.49
H: -1.467 1.344 1.094  0.34
O: -1.575 0.541 0.581  -0.21
O: 0.731 -2.248 -0.305  -0.38
C: 1.039 -1.161 -0.483  0.59

As for the structure (SMILES): O=C=NI.OF. The spin multiplicity is 1. The value obtained for the LUMO energy is -0.03520 hartree. The gap between HOMO and LUMO comes out at 8.900 eV. The calculation puts the HOMO energy at -9.8577 eV. The total energy is -17451.6345 eV.